1.
# C5H12N4O

A 2-piece molecular cluster, C5H12N4O overall (the ωB97M-V functional and the def2-TZVPD basis, OMol25).

Positions of all 22 atoms, in Å:
C: 0.63 -2.33 1.46
C: 0.24 -0.02 0.62
C: -1.70 1.51 -0.67
C: 0.28 0.96 -2.16
C: -0.29 1.67 -1.07
N: 0.30 2.75 -0.78
N: 0.25 -3.60 1.33
N: 0.85 0.61 1.58
N: -0.04 -1.35 0.75
O: 1.21 3.52 -0.58
H: 1.72 -2.05 1.63
H: -2.19 2.30 -1.29
H: -1.83 1.52 0.45
H: -2.04 0.55 -0.92
H: 0.30 1.43 -3.17
H: -0.40 0.20 -2.32
H: 1.32 0.64 -2.03
H: 0.82 -4.35 1.70
H: -0.65 -4.01 1.21
H: 1.01 1.57 1.46
H: 1.16 0.13 2.40
H: -0.95 -1.67 0.39

Summary:
LUMO energy (alpha / beta) = -9.59 / -9.59 eV
E_HOMO (alpha / beta) = -17.1 / -17.1 eV
Total charge = +2
Relative energy (zero: lowest compared OMol25 entry of this formula, charge and spin) = 151.82 kcal/mol
Electronic energy = -13364.591 eV



2.
# C5H12N5

An isolated ion of composition C5H12N5 and charge +1 (the ωB97M-V functional and the def2-TZVPD basis, OMol25).

Positions of all 22 atoms, in Å:
N: 2.87 -0.84 0.14
C: 1.60 -1.02 -0.69
C: 0.91 0.46 -1.07
C: 0.61 1.35 0.28
C: -0.97 1.65 0.58
N: -1.78 0.43 0.20
N: -2.77 0.51 -0.78
N: -3.23 -0.83 -0.84
C: -2.47 -1.69 0.14
N: -1.49 -0.77 0.83
H: 2.61 -1.21 1.09
H: 3.14 0.17 0.23
H: 1.82 -1.60 -1.70
H: 0.84 -1.70 -0.07
H: 1.70 1.04 -1.74
H: -0.01 0.26 -1.75
H: 1.25 2.36 0.29
H: 1.02 0.73 1.21
H: -1.27 2.62 -0.01
H: -1.11 1.90 1.74
H: -2.51 -2.84 0.38
H: -0.77 -0.96 1.56

Summary:
LUMO energy = -5.64 eV
E_HOMO = -12.7 eV
Structure (SMILES) = NCCCCn1nnc[nH+]1
Total charge = +1
Relative energy (zero: lowest compared OMol25 entry of this formula, charge and spin) = 189.02 kcal/mol
Electronic energy = -12816.764 eV



3.
# C5H12N5

A 2-piece molecular cluster, C5H12N5 overall (the ωB97M-V functional and the def2-TZVPD basis, OMol25).

Positions of all 22 atoms, in Å:
C: 1.00 2.53 -1.14
C: 0.58 1.53 -1.87
C: 2.07 3.33 0.76
C: -0.31 -0.34 0.42
C: -2.21 -1.81 0.00
N: 1.56 2.36 0.11
N: 0.00 0.67 -2.48
N: -0.02 -2.61 0.78
N: -0.84 -1.54 0.41
N: 0.91 -0.08 0.77
H: 0.92 3.53 -1.57
H: 2.47 3.13 1.73
H: 2.12 4.35 0.38
H: -0.95 0.48 0.11
H: -2.22 -2.53 -0.81
H: -2.78 -2.21 0.84
H: -2.68 -0.89 -0.35
H: 0.38 0.12 -3.24
H: 0.24 -3.17 -0.03
H: -0.52 -3.23 1.43
H: 1.49 -0.85 1.07
H: 1.30 0.92 0.62

Summary:
LUMO energy = -2.67 eV
E_HOMO = -12.3 eV
Total charge = +1
Relative energy (zero: lowest compared OMol25 entry of this formula, charge and spin) = 76.21 kcal/mol
Electronic energy = -12821.656 eV